Formula: C28H56O7
Source: OMol25
Level of theory: the ωB97M-V functional and the def2-TZVPD basis

Results
structure (SMILES) = C1CCOC1.C1CCOC1.C1CCOC1.C1CCOC1.C1CCOC1.C1CCOC1.C1CCOC1
strongest force on any atom = 0.215 hartree/bohr
energy above the lowest of the compared OMol25 structures with the same formula, charge and spin = 984.1 kJ/mol
HOMO-LUMO gap = 9.892 eV
LUMO = 0.50 eV

CARTESIAN COORDINATES (ANGSTROEM)
C 10.2500 18.7120 12.3440
C 9.2790 18.7640 11.0420
C 10.2680 18.6640 9.9500
O 11.2890 17.7520 10.4210
C 11.4980 17.8870 11.8420
H 9.7380 17.9960 13.2090
H 10.5560 19.6430 12.8650
H 8.9030 19.7960 10.9370
H 8.5010 18.0770 11.0110
H 10.6980 19.5900 9.4080
H 9.9020 18.2830 9.0910
H 12.2420 18.5280 12.2260
H 11.2740 16.9310 12.4320
C 12.4490 23.1560 8.1170
C 11.6080 23.0090 9.2950
C 12.5460 22.4540 10.4660
O 13.8420 22.4460 9.8810
C 13.6670 22.2450 8.4360
H 12.7990 24.0780 7.9660
H 11.9420 22.5430 7.3610
H 10.7840 22.3580 9.3300
H 11.2280 23.9830 9.6970
H 12.2660 21.4750 10.7630
H 12.8330 23.0780 11.2940
H 13.3830 21.2680 8.2680
H 14.6600 22.4240 7.8340
C 5.5210 18.0450 14.3060
C 5.3630 17.7690 12.8980
C 5.2710 16.2220 12.9030
O 4.8010 15.7700 14.1040
C 4.9620 16.8410 15.1080
H 4.9940 18.9590 14.7940
H 6.5230 18.2520 14.4430
H 6.1570 18.2560 12.3280
H 4.4360 18.1050 12.3430
H 6.3960 15.8110 12.8260
H 4.5470 15.9600 12.0820
H 5.5980 16.5210 16.0530
H 3.9590 17.2980 15.4640
C 7.0100 14.6720 9.9720
C 8.2740 15.3190 10.2760
C 9.2870 14.3140 9.5980
O 8.5160 13.3920 8.9580
C 7.2870 13.2220 9.6100
H 6.4690 15.0150 9.1310
H 6.3350 14.7480 11.0610
H 8.4690 15.6430 11.3230
H 8.3350 16.2580 9.5700
H 10.0320 13.9890 10.3470
H 10.0440 14.8550 9.0430
H 7.3470 12.7910 10.5570
H 6.4850 12.8410 9.0650
C 9.3240 14.5120 17.1630
C 10.5240 15.4250 17.2570
C 10.1240 16.6210 16.3870
O 8.7270 16.5890 16.3300
C 8.4250 15.1810 16.1480
H 8.9250 14.2870 17.9810
H 9.7720 13.5180 16.5760
H 11.4930 15.0540 16.8940
H 10.7100 15.6040 18.3490
H 10.4110 16.4910 15.3510
H 10.6330 17.4810 16.6370
H 8.7020 15.0150 15.1260
H 7.3640 15.0280 16.2980
C 5.8710 17.9150 8.3810
C 5.3650 18.9140 9.3180
C 5.2350 20.2300 8.5680
O 6.1080 20.1350 7.4560
C 6.0480 18.7650 7.1060
H 5.1840 17.1620 8.2400
H 6.8880 17.5680 8.6860
H 6.0830 19.0550 10.1580
H 4.4630 18.8040 9.6030
H 5.7120 21.1390 9.2090
H 4.2470 20.3800 8.3410
H 6.7020 18.5580 6.4290
H 5.1970 18.5800 6.4210
C 16.8130 20.2090 9.9760
C 15.6780 19.7540 10.9920
C 15.0170 18.5470 10.5180
O 16.0050 17.9590 9.7170
C 16.6310 18.9750 8.9130
H 17.7160 20.3110 10.5680
H 16.6290 21.1270 9.4270
H 15.2310 20.8140 11.1620
H 16.0840 19.5890 12.1250
H 13.9720 18.7040 9.9820
H 14.9700 17.8540 11.2990
H 15.8910 19.1930 8.1420
H 17.5500 18.5710 8.5260

Formula: C15H26GeNO3SSeTi
Source: OMol25
Level of theory: the ωB97M-V functional and the def2-TZVPD basis

Results
strongest force on any atom = 0.015 hartree/bohr
total charge = +2
energy above the lowest of the compared OMol25 structures with the same formula, charge and spin = 0.0 kJ/mol
HOMO-LUMO gap (spin up / spin down) = 8.249 / 8.663 eV
spin multiplicity = 2
LUMO (spin up / spin down) = -7.06 / -6.80 eV
⟨S²⟩ = 0.753

CARTESIAN COORDINATES (ANGSTROEM)
Ti 0.3972 0.0300 0.2305
O 3.5252 -2.1238 -0.1394
C 2.4781 -1.7262 0.2702
O 1.4653 -1.3123 -0.5105
C 2.1621 -1.5794 1.7357
C 2.9184 -2.1742 2.7230
C 2.5242 -2.0012 4.0426
C 1.4013 -1.2315 4.3233
C 0.7108 -0.6430 3.2840
N 1.0806 -0.8140 2.0042
H 3.7856 -2.7576 2.4464
H 3.0843 -2.4620 4.8451
H 1.0661 -1.0811 5.3395
H -0.1560 -0.0205 3.4651
C -0.4951 2.1728 1.3925
Ge -0.2753 3.1973 -0.3204
C -1.1323 4.9274 -0.1585
C -0.9171 2.0078 -1.7522
C 1.6761 3.3680 -0.5449
Se 2.5130 1.6114 -0.3386
C 2.8450 1.1236 -2.1946
H -1.0666 2.8127 2.0664
H 0.4400 1.9642 1.9240
H -1.1253 1.2683 1.3298
H -2.2130 4.8363 -0.0595
H -0.9172 5.5500 -1.0257
H -0.7433 5.4271 0.7289
H -1.9938 1.8566 -1.6747
H -0.4653 1.0020 -1.7706
H -0.7029 2.4406 -2.7296
H 2.1252 4.0230 0.1999
H 1.9556 3.7461 -1.5276
H 1.9301 1.1796 -2.7777
H 3.2324 0.1074 -2.1799
H 3.5956 1.8078 -2.5795
O -1.3436 -0.8155 0.0208
S -1.5407 -2.3785 -0.0567
C -3.3206 -2.5489 -0.3184
C -3.5441 -2.4260 -1.8201
C -2.4242 -3.2406 -2.4570
C -1.1264 -2.7951 -1.7842
H -3.8149 -1.8117 0.3124
H -3.5655 -3.5477 0.0513
H -3.4875 -1.3795 -2.1263
H -4.5306 -2.8001 -2.0887
H -2.3536 -3.0880 -3.5329
H -2.5891 -4.3059 -2.2882
H -0.7419 -1.8635 -2.2014
H -0.3263 -3.5321 -1.7780

Formula: C4H7Cl2N3O
Source: OMol25
Level of theory: the ωB97M-V functional and the def2-TZVPD basis

Results
structure (SMILES) = [H]/N=C/[NH+]=C(Cl)\[NH+]=C(\Cl)OC
strongest force on any atom = 0.089 hartree/bohr
total charge = +2
energy above the lowest of the compared OMol25 structures with the same formula, charge and spin = 142.9 kJ/mol
HOMO-LUMO gap = 9.362 eV
LUMO = -10.07 eV

CARTESIAN COORDINATES (ANGSTROEM)
H 1.0266 1.8321 -2.1450
N 0.1233 1.3191 -1.6693
C -0.1777 1.8648 -0.5903
N -1.2915 1.3397 0.1204
C -1.7838 0.1540 0.0586
Cl -3.4767 -0.0227 0.4028
N -1.3031 -1.0718 -0.2269
C -0.0109 -1.4862 0.0012
Cl 0.3958 -3.0470 -0.5222
O 0.6946 -0.6482 0.5734
C 2.1008 -0.8355 0.9715
H 0.2636 2.6755 0.0718
H -1.7272 2.1981 0.6273
H -1.8270 -1.8017 -0.6590
H 2.2318 -1.8810 0.8548
H 2.1746 -0.3338 1.9127
H 2.5867 -0.2554 0.2185

Formula: C37H46CuN4P2SSi2
Source: OMol25
Level of theory: the ωB97M-V functional and the def2-TZVPD basis

Results
strongest force on any atom = 0.026 hartree/bohr
total charge = -1
energy above the lowest of the compared OMol25 structures with the same formula, charge and spin = 22.5 kJ/mol
HOMO-LUMO gap = 5.522 eV
LUMO = 2.08 eV

CARTESIAN COORDINATES (ANGSTROEM)
Cu -0.4858 -1.0504 -0.4043
C 0.7668 1.3174 -3.2836
Si -0.8999 1.6916 -2.4908
C -1.1106 3.5647 -2.5365
C -2.2183 0.9715 -3.6196
N -0.8555 1.0014 -0.9554
P -1.8118 0.8699 0.3338
C -1.4510 -0.4146 1.4129
P 0.1902 -0.3483 1.8823
N 1.3068 -0.4090 0.7108
Si 2.9865 -0.5364 0.8134
C 3.8050 0.6567 -0.3887
C 3.4845 -2.2673 0.2776
C 3.8523 -0.2492 2.4623
C 0.4702 -1.8482 2.9531
C -0.0123 -3.0696 2.4629
C 0.3180 -4.2728 3.0730
C 1.1348 -4.2852 4.2019
C 1.6019 -3.0852 4.7112
C 1.2754 -1.8813 4.0887
C 0.5751 1.0232 3.0409
C 1.3629 2.0943 2.6312
C 1.6120 3.1626 3.4863
C 1.0738 3.1679 4.7655
C 0.2616 2.1153 5.1765
C 0.0038 1.0580 4.3141
C -3.5453 0.5876 -0.2537
C -4.3330 1.6313 -0.7413
C -5.5533 1.3809 -1.3605
C -5.9936 0.0755 -1.5246
C -5.2204 -0.9746 -1.0396
C -4.0124 -0.7170 -0.4004
C -2.0290 2.4986 1.1580
C -1.1855 3.5699 0.8955
C -1.3435 4.7791 1.5677
C -2.3521 4.9241 2.5093
C -3.1962 3.8520 2.7892
C -3.0289 2.6466 2.1233
H 0.8058 1.6637 -4.3300
H 1.5755 1.8082 -2.7287
H 0.9510 0.2347 -3.2666
H -1.1635 3.9176 -3.5758
H -2.0310 3.8732 -2.0244
H -0.2695 4.0731 -2.0492
H -2.0521 1.2562 -4.6693
H -2.2052 -0.1252 -3.5508
H -3.2180 1.3126 -3.3281
H 3.3383 0.5947 -1.3799
H 3.7178 1.6926 -0.0379
H 4.8758 0.4231 -0.4916
H 3.1545 -2.4060 -0.7524
H 4.5707 -2.4374 0.3267
H 2.9841 -3.0126 0.9132
H 3.5785 0.7200 2.8900
H 3.5924 -1.0235 3.1901
H 4.9408 -0.2673 2.3203
H -0.6545 -3.0572 1.5965
H -0.0639 -5.2033 2.6649
H 1.3939 -5.2208 4.6865
H 2.2279 -3.0800 5.5980
H 1.6577 -0.9558 4.5017
H 1.7849 2.0743 1.6304
H 2.2263 3.9936 3.1561
H 1.2822 3.9901 5.4414
H -0.1672 2.1209 6.1723
H -0.6572 0.2515 4.6145
H -3.9850 2.6543 -0.6387
H -6.1551 2.2063 -1.7285
H -6.9364 -0.1200 -2.0240
H -5.5511 -1.9996 -1.1705
H -3.4165 -1.5217 0.0062
H -0.4084 3.4482 0.1485
H -0.6802 5.6117 1.3564
H -2.4850 5.8688 3.0256
H -3.9863 3.9631 3.5241
H -3.6663 1.7984 2.3495
C 3.4308 -4.4864 -3.0866
C 2.2074 -3.6844 -3.3973
C 1.9947 -3.0669 -4.5961
C 0.7989 -2.3412 -4.7614
N -0.1237 -2.2829 -3.8375
C 0.0567 -2.9125 -2.6436
S -1.1245 -2.9795 -1.4458
N 1.2630 -3.5654 -2.4479
C 0.5165 -1.6083 -6.0324
H 3.9998 -4.6617 -3.9974
H 3.1617 -5.4469 -2.6415
H 4.0634 -3.9582 -2.3755
H 2.7276 -3.1302 -5.3888
H 1.3905 -3.9727 -1.5277
H 1.3147 -1.7430 -6.7596
H 0.3964 -0.5458 -5.8173
H -0.4230 -1.9656 -6.4531